Record 1
Density functional theory data (ωB97M-V/def2-TZVPD) for C40H67Cl23NO3 as an isolated structure.

## Properties
Maximum force: 10.34 eV Å⁻¹
HOMO: -11.25 eV
E_tot: -338186.88700 eV

```
! RIJCOSX wB97M-V def2-TZVPD def2/J DEFGRID3
* xyz 1 1
C -2.214 -2.266 3.688
C -3.013 -2.060 2.540
C -3.914 -2.223 1.143
C -3.451 -3.484 0.207
C -2.102 -3.241 -0.687
C -1.630 -1.649 -0.785
C -2.522 -0.765 -1.877
C -3.775 -1.445 -2.751
C -3.108 -1.995 -4.169
C -2.159 0.814 -2.098
C -3.041 1.663 -3.183
C -4.440 2.119 -2.388
C -5.743 2.039 -3.433
Cl -7.329 1.552 -2.588
C -0.934 1.428 -1.153
C -0.616 3.029 -1.383
C -1.553 3.879 -0.299
O -2.466 3.172 0.379
O -1.463 5.333 -0.096
C -2.682 6.009 -0.652
C -3.348 7.320 0.112
O -3.307 5.607 -1.775
C -0.121 0.450 -0.064
C 1.043 1.182 0.864
C 2.531 0.449 0.748
C 0.558 1.377 2.454
C 0.927 2.857 3.064
N -0.484 -1.048 0.057
C 0.208 -1.980 1.019
C 1.487 -2.808 0.449
C 1.528 -3.125 -1.146
C 2.488 -2.141 -2.045
C 4.058 -2.085 -1.593
C 4.628 -3.420 -0.837
H -1.559 -2.681 4.594
H -5.013 -2.484 1.532
H -4.011 -1.195 0.592
H -4.333 -3.758 -0.541
H -3.300 -4.407 0.911
H -2.353 -3.640 -1.784
H -1.271 -3.954 -0.275
H -4.286 -2.341 -2.197
H -4.621 -0.653 -2.981
H -3.839 -1.821 -5.094
H -2.952 -3.149 -4.036
H -2.040 -1.518 -4.389
H -3.428 0.980 -4.082
H -2.493 2.565 -3.687
H -4.658 1.367 -1.500
H -4.400 3.218 -1.988
H -5.580 1.279 -4.309
H -5.859 3.102 -3.915
H 0.543 3.299 -1.283
H -0.931 3.435 -2.446
H -4.190 7.852 -0.507
H -2.473 8.118 0.224
H -3.736 7.051 1.184
H 1.263 2.303 0.514
H 2.650 0.062 -0.348
H 3.340 1.312 0.910
H 2.733 -0.341 1.585
H -0.554 1.046 2.604
H 1.216 0.588 3.062
H 0.866 3.726 2.279
H 2.009 2.850 3.568
H 0.185 3.118 3.961
H -0.515 -2.780 1.533
H 0.618 -1.348 1.947
H 1.482 -3.866 1.005
H 2.547 -2.338 0.735
H 1.995 -4.219 -1.259
H 0.495 -3.179 -1.693
H 2.001 -1.061 -2.101
H 2.459 -2.562 -3.157
H 4.357 -1.160 -0.931
H 4.694 -1.974 -2.597
H 5.786 -3.487 -1.082
H 4.545 -3.303 0.331
H 4.164 -4.435 -1.222
C 8.619 -3.582 0.613
Cl 7.529 -4.255 1.831
Cl 7.918 -2.147 -0.145
H 9.562 -3.306 1.092
H 8.803 -4.337 -0.156
C 5.467 3.860 1.928
Cl 4.515 3.117 3.219
Cl 5.271 2.982 0.407
H 5.134 4.892 1.789
H 6.522 3.849 2.213
C 5.491 0.927 -3.559
Cl 5.019 1.511 -1.959
Cl 7.233 1.098 -3.811
H 5.221 -0.128 -3.647
H 4.963 1.507 -4.320
C 1.750 5.695 -2.825
Cl 2.624 4.663 -1.686
Cl 2.111 5.245 -4.496
H 0.676 5.587 -2.652
H 2.047 6.734 -2.664
C 7.795 -2.430 5.537
Cl 9.311 -2.874 4.744
Cl 6.763 -1.488 4.455
H 7.267 -3.340 5.830
H 8.019 -1.832 6.424
C -1.167 -6.464 -3.121
Cl -1.019 -4.873 -3.878
Cl -1.625 -6.318 -1.419
H -1.934 -7.038 -3.647
H -0.207 -6.981 -3.188
C -9.740 1.457 -5.499
Cl -9.979 -0.272 -5.782
Cl -11.274 2.333 -5.580
H -9.302 1.598 -4.508
H -9.065 1.852 -6.262
C 2.193 0.844 6.262
Cl 0.834 1.948 6.505
Cl 3.275 1.436 4.995
H 2.753 0.758 7.196
H 1.807 -0.136 5.971
C -10.878 5.916 -5.399
Cl -12.237 7.020 -5.156
Cl -9.796 6.507 -6.666
H -10.318 5.830 -4.465
H -11.263 4.935 -5.689
C 5.071 -2.758 8.731
Cl 5.402 -3.631 7.230
Cl 5.628 -1.084 8.629
H 3.994 -2.764 8.916
H 5.589 -3.256 9.554
C 0.371 -4.630 6.682
Cl 1.887 -5.075 5.889
Cl -0.662 -3.689 5.600
H -0.158 -5.541 6.975
H 0.595 -4.033 7.569
*
```

---

Record 2
Density functional theory data (ωB97M-V/def2-TZVPD) for a 10-piece molecular cluster, C40H67N9O8S overall.

## Properties
Maximum force: 2.90 eV Å⁻¹
Energy above the lowest of the compared OMol25 structures with the same formula, charge and spin: 0.0 kcal per mole
HOMO: -7.79 eV
E_tot: -83190.92992 eV

```
! RIJCOSX wB97M-V def2-TZVPD def2/J DEFGRID3
* xyz 0 1
C -18.687 7.309 33.049
O -18.558 5.910 33.163
C -17.524 5.559 34.072
C -17.503 4.045 34.121
N -17.407 3.547 32.683
H -18.041 4.043 32.052
H -16.450 3.808 32.308
C -17.533 2.061 32.630
C -17.883 1.639 31.204
O -18.935 2.419 30.715
C -19.661 1.861 29.614
H -18.614 7.869 33.986
H -19.577 7.586 32.492
H -17.825 7.692 32.479
H -17.716 6.013 35.045
H -16.561 5.888 33.672
H -18.433 3.581 34.435
H -16.609 3.651 34.590
H -18.448 1.891 33.209
H -16.754 1.476 33.106
H -18.065 0.563 31.172
H -17.000 1.891 30.598
H -18.960 1.892 28.777
H -20.525 2.482 29.402
H -19.987 0.858 29.894
C -9.462 8.505 34.735
O -10.067 7.979 33.561
C -9.697 6.635 33.351
C -9.968 6.222 31.938
N -11.409 6.550 31.572
H -11.846 5.620 31.716
H -11.832 7.153 32.286
C -11.770 6.960 30.140
C -11.269 8.346 29.873
O -9.880 8.433 29.694
C -9.492 9.652 29.109
H -8.377 8.526 34.655
H -9.727 7.929 35.630
H -9.961 9.461 34.878
H -10.234 6.007 34.078
H -8.635 6.471 33.572
H -9.658 5.222 31.638
H -9.412 6.872 31.255
H -12.852 6.938 30.248
H -11.350 6.193 29.494
H -11.588 9.085 30.615
H -11.797 8.624 28.945
H -10.043 9.730 28.164
H -8.417 9.711 28.954
H -9.731 10.528 29.727
S -14.001 3.790 32.550
O -14.370 2.384 32.385
O -12.686 4.149 31.984
O -15.028 4.628 31.878
O -13.999 4.141 33.983
N -15.090 5.442 29.169
C -14.271 5.186 28.114
C -14.346 6.278 27.248
C -15.330 7.134 27.785
C -15.703 6.645 29.014
H -15.171 4.774 29.928
H -13.751 4.247 28.041
H -13.891 6.313 26.273
H -15.678 8.066 27.367
H -16.442 7.057 29.680
N -14.556 7.369 32.549
C -13.981 7.549 33.792
C -13.701 8.894 33.883
C -14.095 9.518 32.684
C -14.599 8.542 31.858
H -14.705 6.461 32.108
H -13.743 6.718 34.427
H -13.236 9.427 34.697
H -14.113 10.587 32.535
H -15.005 8.515 30.860
N -10.747 3.023 30.346
C -9.471 2.882 30.841
C -8.613 3.254 29.872
C -9.345 3.668 28.725
C -10.677 3.473 29.068
H -11.574 2.755 30.851
H -9.352 2.543 31.859
H -7.535 3.305 29.911
H -8.951 4.061 27.805
H -11.597 3.684 28.544
N -13.159 4.944 36.606
C -12.338 5.984 36.887
C -12.360 6.195 38.238
C -13.192 5.226 38.833
C -13.778 4.538 37.763
H -13.298 4.490 35.708
H -11.809 6.489 36.092
H -11.925 7.035 38.760
H -13.375 5.192 39.892
H -14.543 3.780 37.743
N -11.183 3.055 34.320
C -10.225 3.162 35.285
C -9.763 1.894 35.501
C -10.343 1.027 34.553
C -11.210 1.795 33.794
H -11.868 3.749 34.055
H -10.007 4.048 35.856
H -9.090 1.589 36.290
H -10.117 -0.022 34.463
H -11.889 1.551 32.994
N -14.696 1.567 35.255
C -14.359 0.299 34.908
C -15.171 -0.580 35.581
C -16.029 0.198 36.417
C -15.757 1.513 36.121
H -14.328 2.429 34.867
H -13.697 0.153 34.070
H -15.230 -1.652 35.480
H -16.733 -0.182 37.137
H -16.071 2.358 36.718
N -14.004 0.117 30.777
C -14.246 -1.102 31.339
C -13.812 -2.069 30.455
C -13.216 -1.392 29.356
C -13.369 -0.060 29.574
H -14.246 1.025 31.167
H -14.795 -1.132 32.267
H -13.817 -3.140 30.567
H -12.719 -1.836 28.510
H -12.986 0.849 29.131
*
```

---

Record 3
Density functional theory data (ωB97M-V/def2-TZVPD) for a 10-piece molecular cluster, C40H68N4O6 overall.

## Properties
Maximum force: 1.79 eV Å⁻¹
Energy above the lowest of the compared OMol25 structures with the same formula, charge and spin: 0.0 kcal per mole
SMILES: c1cc[nH]c1.c1cc[nH]c1.c1cc[nH]c1.c1cc[nH]c1.C1CCOC1.C1CCOC1.C1CCOC1.C1CCOC1.C1CCOC1.C1CCOC1
HOMO: -8.07 eV
E_tot: -60824.40067 eV

```
! RIJCOSX wB97M-V def2-TZVPD def2/J DEFGRID3
* xyz 0 1
C -0.587 0.570 -1.564
C 0.655 0.563 -0.688
C 0.669 -0.899 -0.288
O 0.347 -1.608 -1.498
C -0.391 -0.729 -2.365
H -0.719 1.455 -2.186
H -1.444 0.544 -0.880
H 0.606 1.219 0.181
H 1.588 0.736 -1.234
H -0.151 -1.126 0.409
H 1.579 -1.288 0.164
H -1.344 -1.193 -2.606
H 0.199 -0.387 -3.218
C 3.594 -0.515 1.739
C 4.820 -1.215 1.164
C 5.593 -1.606 2.434
O 5.273 -0.656 3.419
C 4.223 0.173 2.972
H 2.771 -1.152 2.063
H 3.242 0.242 1.035
H 5.385 -0.489 0.575
H 4.618 -2.075 0.525
H 6.662 -1.645 2.214
H 5.281 -2.620 2.714
H 4.644 1.122 2.614
H 3.471 0.440 3.714
C 2.902 -5.440 1.028
C 1.529 -6.119 1.214
C 0.621 -5.001 1.672
O 1.210 -3.782 1.190
C 2.629 -3.943 1.159
H 3.313 -5.720 0.061
H 3.619 -5.792 1.772
H 1.520 -6.949 1.918
H 1.206 -6.504 0.246
H 0.639 -4.946 2.770
H -0.397 -4.938 1.299
H 2.985 -3.528 2.110
H 3.037 -3.387 0.316
C -2.341 3.466 -0.031
C -2.059 4.972 -0.106
C -2.753 5.553 1.163
O -3.222 4.436 1.922
C -2.546 3.295 1.480
H -1.544 2.824 -0.391
H -3.296 3.274 -0.517
H -2.469 5.434 -1.001
H -1.001 5.215 -0.004
H -3.633 6.130 0.883
H -2.048 6.132 1.762
H -3.104 2.389 1.735
H -1.554 3.136 1.931
C -3.318 -3.126 0.999
C -3.776 -1.817 1.628
C -4.325 -1.031 0.425
O -3.829 -1.680 -0.759
C -2.852 -2.632 -0.354
H -4.164 -3.812 0.900
H -2.513 -3.695 1.466
H -2.910 -1.294 2.036
H -4.488 -1.986 2.433
H -3.920 -0.015 0.453
H -5.412 -0.976 0.372
H -1.891 -2.111 -0.264
H -2.730 -3.418 -1.099
C 0.606 4.079 3.141
C 1.346 2.826 2.730
C 2.671 3.371 2.103
O 2.757 4.724 2.511
C 1.751 5.032 3.463
H -0.066 3.861 3.971
H 0.017 4.486 2.320
H 0.824 2.176 2.024
H 1.608 2.182 3.571
H 2.654 3.298 1.017
H 3.426 2.731 2.564
H 1.426 6.064 3.327
H 2.122 4.915 4.488
N -4.208 0.170 -2.970
C -4.142 1.322 -2.214
C -4.763 2.327 -2.897
C -5.288 1.768 -4.110
C -4.911 0.461 -4.105
H -3.776 -0.684 -2.660
H -3.632 1.327 -1.269
H -4.864 3.363 -2.615
H -5.814 2.312 -4.874
H -4.927 -0.342 -4.826
N -0.351 -1.740 4.990
C -0.332 -0.940 3.873
C -1.380 -0.063 3.963
C -2.149 -0.451 5.094
C -1.483 -1.478 5.713
H 0.323 -2.461 5.173
H 0.457 -1.068 3.150
H -1.483 0.709 3.217
H -3.072 -0.030 5.455
H -1.715 -2.057 6.590
N 2.928 -1.242 -3.067
C 2.627 -1.118 -4.400
C 3.697 -0.536 -5.023
C 4.703 -0.332 -4.032
C 4.205 -0.810 -2.851
H 2.396 -1.757 -2.381
H 1.643 -1.359 -4.760
H 3.730 -0.189 -6.042
H 5.672 0.116 -4.177
H 4.670 -0.884 -1.882
N -0.225 1.456 -5.430
C -1.548 1.156 -5.216
C -1.797 -0.036 -5.846
C -0.598 -0.456 -6.478
C 0.354 0.487 -6.192
H 0.237 2.324 -5.227
H -2.163 1.781 -4.588
H -2.774 -0.475 -5.962
H -0.464 -1.358 -7.051
H 1.373 0.569 -6.525
*
```

---

> Look up the HOMO of the first one.

-11.25 eV

---

> The highest HOMO belongs to which entry?

C40H67N9O8S

---

> Among the records above, which one has the lowest maximum force?

C40H68N4O6

---

> Which value of maximum force does entry 2 give?

2.90 eV Å⁻¹